## one
The molecule C10H15NO2. Source: OMol25; level of theory: the ωB97M-V functional and the def2-TZVPD basis.

Its LUMO energy is 0.68 eV. Its HOMO energy is -8.459 eV. For the HOMO-LUMO gap, the calculation gives 9.13 eV.

```
! wB97M-V def2-TZVPD RIJCOSX def2/J DEFGRID3
* xyz 0 1
C 0.493 -1.115 -2.406
C -0.515 -0.959 -1.223
C -1.444 -2.083 -1.112
C 0.276 -0.690 0.053
C 1.092 0.608 -0.311
C 1.311 1.535 0.923
C 1.469 2.898 0.877
N 1.501 4.121 0.864
O 1.371 0.955 2.182
C 0.400 0.071 2.445
O 0.385 -0.491 3.517
C -0.523 -0.409 1.368
C -1.613 0.585 1.093
H 1.349 -1.774 -2.166
H 0.875 -0.137 -2.633
H 0.128 -1.470 -3.302
H -1.116 -0.096 -1.250
H -0.889 -3.060 -0.939
H -1.944 -2.153 -2.060
H -2.188 -2.022 -0.320
H 0.844 -1.508 0.376
H 0.609 1.119 -1.165
H 2.022 0.310 -0.811
H 2.483 4.658 0.855
H -0.728 -1.375 1.845
H -2.579 0.096 0.776
H -1.216 1.397 0.453
H -1.851 0.985 2.072
*
```

=====

## two
A cluster of 2 separate species, C10H15NO2 in total. Source: OMol25; level of theory: the ωB97M-V functional and the def2-TZVPD basis.

Its LUMO energy is 0.74 eV. Its HOMO energy is -8.646 eV. For the HOMO-LUMO gap, the calculation gives 9.39 eV.

```
! wB97M-V def2-TZVPD RIJCOSX def2/J DEFGRID3
* xyz 0 1
C 0.777 2.533 0.164
C -0.471 1.732 0.482
C -0.366 0.420 0.942
C -1.488 -0.334 1.247
C -2.732 0.193 0.938
O -3.841 -0.602 1.150
C -2.849 1.473 0.446
C -1.726 2.271 0.265
H 0.548 3.227 -0.644
H 1.602 1.892 -0.161
H 1.172 3.082 1.016
H 0.648 0.069 1.082
H -1.439 -1.247 1.826
H -4.519 -0.091 1.599
H -3.863 1.817 0.234
H -1.888 3.280 -0.091
C 1.736 -2.974 -1.871
C 1.385 -1.493 -1.609
C 2.513 -0.856 -0.832
N 2.568 -1.201 0.499
O 3.398 -0.185 -1.319
H 2.806 -3.164 -1.829
H 1.388 -3.238 -2.862
H 1.192 -3.622 -1.191
H 1.279 -0.943 -2.541
H 0.436 -1.327 -1.105
H 3.384 -1.055 1.068
H 1.978 -1.937 0.876
*
```

=====

## three
A cluster of 2 separate species, C10H15NO2 in total. Source: OMol25; level of theory: the ωB97M-V functional and the def2-TZVPD basis.

Its LUMO energy is 0.68 eV. Its HOMO energy is -8.427 eV. For the HOMO-LUMO gap, the calculation gives 9.11 eV.

```
! wB97M-V def2-TZVPD RIJCOSX def2/J DEFGRID3
* xyz 0 1
C 0.419 3.046 -0.893
C 1.312 1.843 -0.611
C 1.984 1.681 0.590
C 2.673 0.520 0.878
C 2.879 -0.417 -0.133
O 3.582 -1.565 0.063
C 2.303 -0.235 -1.375
C 1.559 0.909 -1.619
H 0.802 3.970 -0.492
H -0.594 2.791 -0.600
H 0.476 3.182 -1.956
H 1.825 2.397 1.391
H 3.030 0.260 1.865
H 3.743 -1.762 0.996
H 2.573 -0.897 -2.188
H 1.151 1.141 -2.594
C -1.592 -0.850 1.507
C -2.293 -2.145 1.038
C -2.988 -2.049 -0.297
N -3.487 -0.817 -0.630
O -2.985 -2.944 -1.118
H -1.180 -0.374 0.664
H -0.761 -1.116 2.160
H -2.270 -0.182 2.037
H -1.556 -2.922 0.877
H -2.846 -2.515 1.902
H -3.892 -0.739 -1.545
H -3.865 -0.214 0.082
*
```

=====

It is one that is the least stable of them.

=====

## one
The molecule C2H4N2O2S2. Source: OMol25; level of theory: the ωB97M-V functional and the def2-TZVPD basis.

Its LUMO energy is -0.10 eV. Its HOMO energy is -9.272 eV. For the HOMO-LUMO gap, the calculation gives 9.17 eV.

```
! wB97M-V def2-TZVPD RIJCOSX def2/J DEFGRID3
* xyz 0 1
O -0.084 -1.270 -1.703
C 0.276 -0.562 -0.799
N 1.438 0.130 -0.793
O 2.017 0.573 0.373
N -0.590 -0.376 0.360
S -1.391 -1.801 0.890
C -0.995 0.829 0.848
S -0.493 2.341 0.480
H 2.065 -0.086 -1.513
H 1.700 1.491 0.446
H -2.162 -1.935 -0.181
H -1.781 0.666 1.591
*
```

=====

## two
The molecule C2H4N2O2S2. Source: OMol25; level of theory: the ωB97M-V functional and the def2-TZVPD basis.

Its LUMO energy is -0.05 eV. Its HOMO energy is -9.164 eV. For the HOMO-LUMO gap, the calculation gives 9.11 eV.

```
! wB97M-V def2-TZVPD RIJCOSX def2/J DEFGRID3
* xyz 0 1
O 1.400 0.936 -1.176
C 0.545 0.746 -0.385
N -0.271 1.669 0.041
O -0.999 1.339 1.218
N 0.326 -0.675 0.057
S 1.874 -1.234 0.546
C -0.738 -1.504 -0.075
S -2.328 -1.043 -0.284
H -0.015 2.738 -0.027
H -1.927 1.128 0.854
H 2.445 -1.503 -0.698
H -0.311 -2.598 -0.072
*
```

=====

It is two that is the least stable of them.

=====

## one
A cluster of 2 separate species, C5H6N2S in total. Source: OMol25; level of theory: the ωB97M-V functional and the def2-TZVPD basis.

Its LUMO energy (spin up / spin down) is 0.22 / 0.13 eV. Its HOMO energy (spin up / spin down) is -8.158 / -8.326 eV. For the HOMO-LUMO gap (spin up / spin down), the calculation gives 8.38 / 8.45 eV.

```
! wB97M-V def2-TZVPD RIJCOSX def2/J DEFGRID3
* xyz 0 1
C 0.861 2.022 0.115
C 2.173 1.671 -0.102
C 0.064 0.892 0.230
C 0.572 -0.309 -0.022
C 0.194 -1.749 0.173
N -2.415 0.480 -0.397
N -2.124 1.252 0.450
S 2.348 -0.106 -0.124
H 0.566 2.998 0.175
H 3.160 2.111 -0.151
H 0.572 -2.135 1.143
H -0.893 -1.806 -0.075
H 0.644 -2.340 -0.503
H -3.462 0.394 -0.631
*
```

=====

## two
The molecule C5H6N2S. Source: OMol25; level of theory: the ωB97M-V functional and the def2-TZVPD basis.

Its LUMO energy is -0.09 eV. Its HOMO energy is -8.334 eV. For the HOMO-LUMO gap, the calculation gives 8.24 eV.

```
! wB97M-V def2-TZVPD RIJCOSX def2/J DEFGRID3
* xyz 0 1
C 0.170 0.471 -2.302
C -0.336 -0.172 -1.085
S -0.897 -1.669 -0.484
C -0.549 -1.180 1.301
C 0.487 -0.061 1.221
C 0.012 0.733 -0.041
N 0.772 1.820 -0.699
N 0.890 1.523 -1.910
H 0.093 0.040 -3.207
H -0.164 -2.017 1.826
H -1.588 -1.017 1.666
H 0.546 0.724 2.080
H 1.514 -0.544 1.362
H -0.950 1.347 0.272
*
```

=====

## three
The molecule C5H6N2S. Source: OMol25; level of theory: the ωB97M-V functional and the def2-TZVPD basis.

Its LUMO energy is 0.89 eV. Its HOMO energy is -7.849 eV. For the HOMO-LUMO gap, the calculation gives 8.74 eV.

```
! wB97M-V def2-TZVPD RIJCOSX def2/J DEFGRID3
* xyz 0 1
C 1.765 0.941 -1.059
N 1.306 0.387 -2.203
N 0.253 -0.347 -1.849
C -0.123 -0.144 -0.508
C 0.840 0.718 -0.042
S 0.738 1.043 1.651
C -0.653 -0.126 1.827
C -1.221 -0.570 0.444
H 2.571 1.717 -1.173
H -0.055 -0.958 -2.723
H -0.233 -1.041 2.447
H -1.516 0.372 2.335
H -2.380 -0.282 0.309
H -1.293 -1.709 0.544
*
```

=====

It is one that is the least stable of them.

=====

## one
The molecule C3H6P2. Source: OMol25; level of theory: the ωB97M-V functional and the def2-TZVPD basis.

Its LUMO energy (spin up / spin down) is -0.61 / -1.32 eV. Its HOMO energy (spin up / spin down) is -8.293 / -8.265 eV. For the HOMO-LUMO gap (spin up / spin down), the calculation gives 7.68 / 6.94 eV.

```
! wB97M-V def2-TZVPD RIJCOSX def2/J DEFGRID3
* xyz 0 1
C -0.971 -0.615 0.169
C 0.667 -0.012 0.001
C -2.181 0.340 -0.034
P 3.594 0.575 -0.114
P 2.158 -0.871 0.246
H -1.117 -1.696 0.291
H 0.579 0.933 -0.351
H -3.041 -0.118 0.291
H -2.035 1.196 0.667
H -2.311 0.732 -0.997
H 4.657 -0.465 -0.169
*
```

=====

## two
A cluster of 2 separate species, C3H6P2 in total. Source: OMol25; level of theory: the ωB97M-V functional and the def2-TZVPD basis.

Its LUMO energy is 0.65 eV. Its HOMO energy is -8.141 eV. For the HOMO-LUMO gap, the calculation gives 8.79 eV.

```
! wB97M-V def2-TZVPD RIJCOSX def2/J DEFGRID3
* xyz 0 1
P 1.657 -0.976 0.160
C 1.094 -2.420 0.686
C 0.814 -3.857 0.506
C 0.179 -3.192 1.509
H 2.138 -1.539 -0.974
H 0.870 -4.685 -0.075
H -0.368 -3.350 2.498
P 0.395 2.498 -0.637
H 0.675 1.087 -0.311
H -0.572 2.373 -1.528
H -0.539 3.014 0.369
*
```

=====

It is two that is the least stable of them.